2 unconnected molecules or ions with the total composition C5H10N2O in a non-equilibrium geometry, computed with ωB97M-V/def2-TZVPD.

```
18
Properties=species:S:1:pos:R:3:forces:R:3:mulliken_charge:R:1
H 2.1466 -1.5928 -1.1393 0.1 0.3 0.2 0.332
N 2.5603 -0.9727 -0.4198 -1.0 1.8 0.0 -0.642
C 1.9005 0.1392 -0.4317 1.0 -1.7 0.2 -0.289
C 0.7412 0.3544 -1.3717 0.0 -0.9 -1.0 1.066
C 0.1303 1.7211 -1.3771 -0.6 -0.2 0.1 -1.230
O 0.4219 -0.5658 -2.1132 0.0 1.1 0.8 -0.586
H 2.1488 0.9727 0.2419 0.1 -0.4 -0.1 0.362
H 0.1715 2.1608 -0.3767 0.1 0.0 -0.2 0.287
H 0.6716 2.3595 -2.0783 0.0 0.0 0.0 0.372
H -0.9194 1.6481 -1.6731 0.2 0.1 -0.1 0.315
H -1.7577 1.4998 1.5072 0.1 -0.2 -0.1 0.244
N -1.8093 0.6194 0.9817 0.6 -0.9 0.9 -0.587
C -1.1899 -0.3168 1.6179 -0.7 1.2 -0.7 0.106
C -1.1500 -1.7192 1.1025 0.0 0.2 0.0 -0.959
H -0.6641 -0.1052 2.5635 -0.1 -0.2 -0.2 0.337
H -0.1107 -2.0054 0.9250 0.0 -0.1 0.0 0.235
H -1.5687 -2.3820 1.8641 0.1 -0.1 -0.1 0.373
H -1.7228 -1.8150 0.1770 0.1 0.1 0.1 0.263
```
Forces are in eV/Å.

Computed properties:
E_HOMO ... -10.07 eV
SMILES ... [H]/N=C\C(C)=O.[H]/N=C/C
Spin multiplicity ... 1
Gap between HOMO and LUMO ... 9.845 eV